[1]
ORCA calculation (the ωB97M-V functional and the def2-TZVPD basis) on a 9-piece molecular cluster, C39H87ClO33P5 overall at a distorted geometry.

- Multiplicity: 1
- HOMO energy: -0.2888 hartree
- Net charge: -1
- Lowest unoccupied orbital energy: 1.9 eV

Geometry as XYZ:
```
165
C39H87ClO33P5 | OMol25 | the ωB97M-V functional and the def2-TZVPD basis
H 12.27 10.15 -0.17
H 5.39 9.54 -5.93
C 17.23 14.87 0.35
H 9.95 15.86 4.37
O 7.19 18.41 -3.82
P 16.13 18.31 -3.37
O 5.33 11.06 -2.19
H 14.25 10.64 1.55
H 20.48 19.17 4.02
C 9.07 11.17 3.99
C 17.76 17.47 -5.25
C 15.45 9.63 4.64
H 7.93 9.73 -4.19
O 16.47 17.61 2.16
C 17.24 17.24 -6.66
C 11.27 20.21 -0.99
H 13.73 17.39 -4.23
H 4.99 22.93 -3.12
H 17.11 16.18 -6.89
P 17.82 17.19 1.41
H 18.66 16.88 -5.04
H 12.75 14.11 4.76
H 12.88 16.67 3.39
O 7.59 14.42 4.19
C 8.16 12.48 -1.22
H 4.11 20.68 -4.04
H 14.69 21.11 -6.10
H 14.60 20.43 1.96
H 15.00 19.39 3.42
O 10.53 15.16 -0.48
H 17.91 18.60 3.93
O 14.72 14.45 4.71
H 6.34 17.26 -6.14
O 16.74 17.15 -4.30
H 3.81 16.87 -5.70
C 19.96 18.36 4.52
H 5.99 18.98 -6.14
C 6.85 9.72 -4.38
P 6.33 11.95 -3.03
H 6.28 8.09 -5.67
H 8.25 10.95 3.31
C 5.15 21.97 -2.64
O 17.76 15.58 1.48
C 15.29 19.73 2.42
O 12.58 10.20 2.63
C 15.76 15.21 0.14
C 8.94 16.24 4.49
H 13.26 11.52 -0.33
H 8.84 17.32 4.51
H 16.27 9.20 5.21
H 15.27 14.42 -0.43
P 5.88 18.25 -3.19
H 9.47 18.22 -2.72
H 18.04 18.53 -5.20
H 10.34 11.21 2.37
H 14.61 15.06 -3.46
C 14.02 20.97 -5.25
O 10.92 15.24 1.88
H 13.42 14.32 3.07
C 13.80 15.57 -2.94
H 16.20 20.34 2.51
H 15.46 21.14 -3.66
P 12.35 10.71 4.13
O 4.69 17.54 -4.02
H 13.79 15.43 -1.87
O 6.52 11.12 -4.39
H 12.96 15.09 -3.45
H 8.41 10.94 0.35
O 5.94 13.36 -3.17
C 3.91 11.02 -2.44
H 7.47 16.97 0.03
C 15.30 15.63 5.04
H 6.83 11.53 0.22
H 15.23 15.42 1.06
H 8.65 19.39 -0.80
C 5.06 20.73 -3.49
H 16.27 17.73 -6.71
H 15.84 18.81 0.61
O 17.10 19.01 -2.53
C 15.51 18.48 1.60
H 15.87 10.05 3.71
O 11.97 21.17 -0.88
H 5.31 17.95 -7.37
H 3.71 11.43 -3.43
C 6.39 9.17 -5.72
O 13.78 11.39 4.50
C 10.23 18.40 -1.96
H 7.06 16.29 3.38
H 7.49 13.35 -1.19
C 18.71 17.87 3.82
H 8.37 15.45 2.54
H 18.44 16.95 4.35
O 18.97 17.55 2.46
H 8.19 12.57 0.93
H 4.44 21.90 -1.81
H 3.41 9.36 -1.11
H 6.17 15.62 0.29
H 6.26 15.38 -2.13
C 5.55 17.99 -6.30
H 10.75 17.45 -1.82
H 6.97 9.51 -6.57
H 14.00 20.25 -3.23
H 14.12 10.28 6.24
O 11.08 19.55 -2.16
O 11.42 12.00 4.02
H 14.57 17.94 1.42
C 13.20 16.15 4.29
O 8.51 15.65 5.74
H 6.15 22.09 -2.23
H 15.71 16.10 -0.49
O 5.89 17.39 -1.83
C 13.24 11.02 1.65
C 7.91 15.62 3.52
H 9.79 12.75 2.85
H 7.84 15.30 0.01
C 10.23 11.84 3.26
C 14.65 10.68 5.37
H 13.50 21.90 -5.01
O 10.62 19.56 0.03
H 13.32 12.04 2.04
H 17.96 17.71 -7.33
O 15.34 19.19 -4.44
H 6.36 9.21 -3.54
H 19.69 18.62 5.55
C 3.41 9.63 -2.17
H 20.60 17.49 4.70
H 12.51 16.34 5.12
C 13.43 14.65 4.10
H 9.38 17.98 -0.04
H 17.78 14.96 -0.58
H 12.91 17.52 -2.72
C 6.79 16.25 -1.74
C 7.87 11.87 0.16
O 11.89 9.69 5.06
H 5.82 20.78 -4.27
H 9.32 10.21 4.43
H 14.83 8.82 4.25
O 5.20 19.59 -2.66
O 12.06 16.69 0.41
H 11.55 11.62 0.43
C 9.60 18.87 -0.64
H 15.31 11.42 5.83
O 14.97 17.59 -2.54
C 14.72 20.43 -4.03
H 2.37 9.54 -2.49
H 17.23 13.83 0.70
C 12.49 11.09 0.33
C 4.38 17.75 -5.39
C 7.76 14.59 5.52
C 7.03 16.00 -0.24
O 7.34 13.87 6.37
H 4.04 8.89 -2.66
H 9.17 12.89 -1.22
H 3.63 18.54 -5.48
O 7.72 11.65 -2.30
C 13.79 17.08 -3.18
H 13.27 20.29 -5.67
H 7.61 16.51 -2.40
O 14.47 16.64 4.68
O 17.99 17.82 0.11
O 16.33 15.81 5.60
O 12.53 14.35 0.40
H 8.74 11.86 4.78
H 3.40 11.70 -1.75
Cl 11.51 15.36 0.55
```

[2]
ORCA calculation (the ωB97M-V functional and the def2-TZVPD basis) on C39H93AsF6N5NaO3 as an isolated structure at a distorted geometry.

- Multiplicity: 1
- HOMO energy: -0.2786 hartree
- Net charge: 0
- Lowest unoccupied orbital energy: -2.8 eV

Geometry as XYZ:
```
148
C39H93AsF6N5NaO3 | OMol25 | the ωB97M-V functional and the def2-TZVPD basis
H 13.54 0.54 -0.35
C 15.58 0.40 0.53
H 14.62 9.44 1.48
H 11.64 8.70 -2.27
H 16.75 15.83 -5.99
H 19.92 0.25 -13.79
C 21.18 -0.84 -11.58
C 24.53 5.04 -5.16
H 11.91 7.38 -4.49
C 14.92 10.69 3.98
H 19.26 1.85 -13.82
H 23.46 6.93 -9.63
C 16.62 13.75 -5.85
H 14.46 15.38 -9.73
C 17.79 0.21 -9.91
H 15.07 1.39 -2.03
H 15.07 -0.74 -3.22
C 17.94 2.76 -1.16
H 16.08 -1.57 -2.01
F 17.50 6.12 -8.94
C 10.83 8.09 -1.86
H 20.93 -2.72 -10.48
H 16.91 11.76 -14.83
H 20.25 11.98 -13.21
H 20.76 -1.22 -12.51
H 14.33 17.38 -5.15
H 25.69 3.45 -5.93
H 26.62 2.03 -7.57
H 13.98 13.78 1.48
F 18.88 5.48 -6.96
H 15.08 12.24 5.45
H 18.33 0.58 -13.03
C 14.01 4.74 -13.36
C 23.67 5.97 -9.16
H 15.10 16.29 -4.06
C 25.98 3.99 -8.48
H 9.86 8.49 -2.16
C 13.40 5.66 -12.35
H 19.21 -1.50 -9.99
O 10.87 5.67 -1.98
C 13.95 15.21 -5.71
C 14.14 0.96 0.46
H 13.26 3.98 -10.87
H 15.00 17.27 -7.44
H 12.96 12.37 3.34
F 18.64 7.93 -7.58
H 22.10 -0.28 -11.75
H 16.30 9.35 0.94
F 16.04 7.67 -7.53
H 17.41 1.00 -10.55
H 16.06 12.89 -6.22
H 14.64 10.76 6.13
C 15.43 -0.71 -2.19
H 18.14 3.81 -0.95
C 15.02 16.19 -9.26
H 16.77 11.07 2.28
C 24.61 5.98 -7.95
C 15.82 11.27 1.78
H 12.76 5.46 -10.24
H 16.07 2.90 -0.04
C 19.94 1.24 -11.77
H 11.73 4.49 -11.29
H 13.59 12.43 0.38
H 11.25 5.79 -4.47
H 17.33 2.26 0.81
H 16.91 -0.39 -9.69
C 18.92 -0.64 -10.59
H 20.83 1.84 -11.92
H 17.67 13.44 -5.93
O 13.46 6.87 -12.35
H 15.09 4.76 -13.25
H 16.35 13.95 -4.82
H 13.52 16.57 -7.78
H 13.71 3.71 -13.16
H 18.64 11.90 -15.05
N 16.52 0.83 -0.50
N 14.93 11.68 2.88
C 13.53 11.95 2.51
C 26.09 2.44 -8.43
H 22.12 -1.46 -9.85
H 22.71 5.48 -9.00
C 18.13 11.85 -13.07
O 17.29 11.92 -12.14
C 15.44 10.01 1.04
C 21.65 -1.93 -10.71
H 13.50 16.43 -4.01
C 19.49 11.37 -12.73
H 25.49 6.61 -8.06
H 13.61 0.80 1.40
N 20.16 0.04 -11.00
H 15.93 10.31 4.17
As 17.47 6.60 -7.23
H 15.47 -0.69 0.49
C 16.32 15.04 -6.60
H 16.64 1.00 -2.65
H 24.10 5.39 -9.97
C 12.74 4.89 -11.17
H 16.01 0.53 1.52
H 26.97 4.43 -8.40
H 13.04 11.02 2.21
H 14.04 14.26 -5.20
H 22.40 -2.51 -11.26
H 26.48 4.99 -6.23
H 16.05 15.95 -9.51
H 26.58 2.09 -9.34
C 19.34 0.96 -13.20
C 14.59 16.33 -7.81
H 18.92 2.29 -1.12
F 16.34 5.25 -6.85
H 17.58 2.78 -2.19
C 17.80 12.28 -14.47
H 19.52 10.35 -13.12
H 17.80 13.37 -14.49
Na 21.62 1.93 -7.39
H 14.48 -0.81 -1.67
H 13.37 11.59 5.22
H 19.62 11.44 -11.65
H 16.80 15.00 -7.58
H 15.92 12.11 1.10
H 14.16 2.05 0.38
H 14.28 9.82 3.80
N 24.91 4.53 -7.57
H 10.20 7.22 -4.58
C 14.44 11.38 5.25
H 24.47 6.13 -5.04
C 15.93 0.76 -1.86
H 12.32 13.26 1.29
H 23.52 4.64 -5.21
H 13.82 5.09 -14.38
C 11.08 6.80 -4.09
C 16.91 2.22 -0.20
H 25.73 4.18 -9.53
H 24.99 4.73 -4.22
H 24.00 6.51 -7.22
C 10.93 6.76 -2.56
H 14.86 17.10 -9.85
H 15.16 10.26 0.01
C 13.34 12.90 1.34
H 10.84 8.00 -0.77
C 14.28 16.36 -4.77
H 25.09 2.02 -8.36
C 25.51 4.49 -6.22
N 14.88 15.20 -6.90
H 19.31 1.90 -11.18
H 12.90 15.28 -6.03
F 17.49 7.02 -5.48
H 17.98 0.68 -8.95
H 18.49 -1.15 -11.46
```

| no. | M (g mol⁻¹) |
| --- | --- |
| 1 | 1274.41 |
| 2 | 892.10 |